{
  "formula": "C19H22ClN3O4S",
  "method": "the ωB97M-V functional and the def2-TZVPD basis",
  "lumo_ev": 0.50,
  "orbital_gap_ev": 9.3689,
  "total_energy_ev": -56079.1383,
  "multiplicity": 1,
  "largest_force_ha_per_bohr": 0.0206,
  "smiles": "Cc1ccc(S(=O)(=O)N(C)C)cc1NC(=O)CCNC(=O)c1ccccc1Cl",
  "homo_ha": -0.32578,
  "symbols": ["Cl", "S", "O", "O", "O", "O", "N", "N", "N", "C", "C", "C", "C", "C", "C", "C", "C", "C", "C", "C", "C", "C", "C", "C", "C", "C", "C", "C", "H", "H", "H", "H", "H", "H", "H", "H", "H", "H", "H", "H", "H", "H", "H", "H", "H", "H", "H", "H", "H", "H"],
  "xyz": [[1.825, -4.264, 1.149], [-2.500, 1.833, -2.011], [-3.682, 1.804, -1.196], [-1.174, -0.324, 2.126], [2.696, -0.130, 1.501], [-2.492, 2.693, -3.160], [1.449, -1.663, 2.583], [-2.087, 0.273, -2.537], [0.217, 1.466, 2.356], [1.432, -3.096, -0.068], [0.106, 2.007, 1.067], [-2.587, -0.038, -3.859], [2.410, 3.011, 1.339], [1.085, 3.189, -0.780], [-1.040, 1.794, 0.309], [0.869, -1.305, -2.107], [1.177, 2.742, 0.532], [1.024, -3.563, -1.307], [1.500, -0.948, 3.838], [1.970, -1.108, 1.464], [-1.079, 2.223, -1.002], [1.563, -1.730, 0.170], [-2.400, -0.733, -1.545], [1.292, -0.848, -0.875], [0.172, -0.208, 4.100], [-0.358, 0.304, 2.766], [0.732, -2.667, -2.321], [-0.023, 2.910, -1.563], [-1.828, -0.533, -0.642], [-2.015, -0.870, -4.270], [0.745, -2.379, 2.491], [-0.094, 3.232, -2.589], [-0.567, -0.905, 4.497], [0.938, -4.626, -1.471], [1.713, -1.648, 4.649], [0.408, -3.040, -3.281], [1.416, 0.208, -0.695], [-3.651, -0.301, -3.848], [3.101, 3.630, 0.774], [1.000, 1.808, 2.895], [-1.898, 1.299, 0.728], [-2.114, -1.711, -1.930], [0.642, -0.600, -2.890], [-2.448, 0.845, -4.477], [2.171, 3.532, 2.267], [-3.466, -0.734, -1.297], [2.328, -0.240, 3.753], [0.320, 0.601, 4.814], [2.906, 2.070, 1.574], [1.907, 3.749, -1.199]],
  "forces_ev_per_a": [[0.043, -0.352, 0.034], [0.338, -0.220, -0.093], [0.216, -0.195, 0.205], [-0.201, -0.107, -0.125], [0.121, 0.166, -0.176], [0.255, -0.083, -0.080], [-0.062, -0.055, 0.261], [-0.116, 1.025, 0.235], [0.198, 0.512, 0.054], [-0.033, 0.237, -0.132], [-0.057, 0.079, -0.523], [-0.175, 0.196, -0.374], [0.002, -0.107, -0.040], [-0.172, -0.083, 0.001], [-0.165, -0.026, 0.171], [0.042, 0.000, 0.004], [-0.102, -0.101, 0.058], [-0.039, -0.045, 0.010], [0.134, 0.114, 0.098], [0.033, -0.262, 0.155], [-0.346, -0.103, -0.202], [-0.001, -0.056, -0.266], [-0.136, -0.184, 0.406], [0.015, -0.063, 0.042], [-0.019, -0.154, -0.216], [0.030, -0.136, 0.729], [0.040, -0.018, 0.041], [0.020, 0.075, -0.181], [0.010, -0.178, 0.146], [0.002, -0.003, 0.040], [0.078, 0.077, -0.125], [0.072, 0.087, -0.136], [-0.026, 0.121, -0.046], [0.015, -0.082, 0.012], [0.018, 0.125, -0.026], [-0.029, -0.042, -0.094], [0.008, 0.132, 0.033], [0.000, -0.042, -0.043], [0.042, 0.075, 0.016], [-0.134, -0.155, 0.012], [-0.005, -0.054, 0.087], [0.067, 0.033, -0.005], [-0.035, 0.088, -0.084], [-0.035, -0.158, -0.208], [0.037, 0.085, 0.103], [0.028, -0.102, -0.002], [-0.102, -0.156, 0.101], [-0.008, 0.016, 0.072], [0.053, 0.020, 0.082], [0.079, 0.057, -0.029]]
}